{
  "formula": "C46H86BFN6O12P",
  "method": "ωB97M-V/def2-TZVPD",
  "energy_ev": -95282.45292,
  "fmax_ha_per_bohr": 0.063,
  "homo_lumo_gap_ev": 8.38,
  "e_lumo_ev": -1.97,
  "charge": 1,
  "symbols": ["C", "C", "N", "C", "C", "C", "O", "C", "N", "C", "C", "C", "P", "N", "C", "O", "C", "F", "C", "C", "C", "C", "C", "C", "C", "C", "N", "N", "B", "N", "O", "H", "H", "H", "H", "H", "H", "H", "H", "H", "H", "H", "H", "H", "H", "H", "H", "H", "H", "H", "H", "H", "H", "H", "H", "H", "H", "H", "H", "H", "H", "H", "H", "C", "C", "O", "C", "H", "H", "H", "H", "H", "H", "C", "C", "O", "C", "H", "H", "H", "H", "H", "H", "C", "C", "O", "C", "H", "H", "H", "H", "H", "H", "C", "C", "O", "C", "H", "H", "H", "H", "H", "H", "C", "C", "O", "C", "H", "H", "H", "H", "H", "H", "C", "C", "O", "C", "H", "H", "H", "H", "H", "H", "C", "C", "O", "C", "H", "H", "H", "H", "H", "H", "C", "C", "O", "C", "H", "H", "H", "H", "H", "H", "C", "C", "O", "C", "H", "H", "H", "H", "H", "H"],
  "coordinates": [[0.566, 0.000, 2.410], [0.379, -0.016, 1.221], [0.337, -0.046, -0.153], [-0.984, 0.357, -0.670], [-0.795, 1.716, -1.450], [-2.028, 2.083, -2.313], [-1.804, 1.995, -3.719], [1.404, -0.372, -0.886], [1.338, -0.559, -2.221], [0.157, -1.066, -2.946], [-0.660, -2.284, -2.406], [2.530, -1.134, -2.893], [2.587, -2.992, -3.165], [1.968, -3.923, -2.043], [3.877, -0.643, -2.320], [4.913, -1.306, -2.997], [4.045, 0.844, -2.827], [4.275, 0.843, -4.207], [5.263, 1.579, -2.227], [5.530, 2.848, -3.130], [3.807, -0.818, -0.801], [4.248, -2.212, -0.210], [5.573, -2.571, -0.362], [6.040, -3.775, 0.179], [5.050, -4.503, 0.847], [3.775, -3.989, 0.948], [3.289, -2.852, 0.451], [2.571, -0.386, -0.115], [2.923, 1.035, 0.307], [2.407, 2.215, -0.407], [3.674, 1.248, 1.419], [0.391, -0.150, 3.463], [-1.652, 0.671, 0.145], [-1.562, -0.386, -1.226], [0.087, 1.706, -2.107], [-0.658, 2.486, -0.678], [-2.939, 1.508, -2.077], [-2.251, 3.148, -2.113], [-0.902, 1.724, -3.918], [0.404, -1.321, -3.989], [-0.573, -0.252, -3.089], [-0.425, -2.415, -1.334], [-0.425, -3.222, -2.914], [-1.730, -2.034, -2.451], [2.511, -0.710, -3.918], [3.895, -3.480, -3.401], [1.859, -3.222, -4.376], [1.649, -3.318, -1.286], [5.780, -0.975, -2.729], [3.101, 1.403, -2.709], [6.193, 0.996, -2.255], [5.107, 1.975, -1.214], [4.547, 3.268, -3.409], [5.995, 3.610, -2.487], [6.111, 2.614, -4.025], [4.646, -0.197, -0.408], [6.252, -1.919, -0.898], [7.070, -4.102, 0.049], [5.281, -5.473, 1.289], [3.048, -4.589, 1.512], [1.941, 2.835, 0.247], [3.101, 2.699, -0.960], [3.642, 0.458, 1.993], [-3.096, -1.844, 2.924], [-2.653, -1.460, 4.314], [-1.476, -1.397, 4.603], [-3.729, -1.160, 5.322], [-2.220, -2.032, 2.304], [-3.701, -2.751, 2.963], [-3.674, -1.031, 2.481], [-4.360, -2.039, 5.463], [-4.333, -0.316, 4.982], [-3.272, -0.900, 6.274], [-5.375, -1.189, -5.174], [-3.893, -0.973, -5.014], [-3.201, -1.754, -4.391], [-3.296, 0.251, -5.656], [-5.666, -2.102, -4.664], [-5.923, -0.354, -4.736], [-5.624, -1.283, -6.233], [-3.749, 1.148, -5.235], [-3.451, 0.222, -6.736], [-2.228, 0.272, -5.456], [-2.441, 3.975, 6.531], [-2.656, 2.591, 5.982], [-3.732, 2.246, 5.536], [-1.480, 1.651, 6.008], [-3.366, 4.544, 6.451], [-2.154, 3.916, 7.583], [-1.667, 4.483, 5.959], [-1.152, 1.492, 7.037], [-0.662, 2.062, 5.413], [-1.773, 0.696, 5.585], [8.377, 1.638, 0.968], [8.172, 0.261, 0.397], [7.123, -0.055, -0.129], [9.318, -0.710, 0.504], [7.474, 2.229, 0.822], [8.584, 1.572, 2.037], [9.207, 2.132, 0.459], [9.565, -0.879, 1.554], [10.189, -0.318, -0.024], [9.033, -1.660, 0.054], [-8.631, -4.413, -5.085], [-8.937, -2.938, -5.024], [-8.095, -2.133, -4.686], [-10.330, -2.503, -5.401], [-7.597, -4.580, -4.789], [-9.284, -4.958, -4.401], [-8.769, -4.780, -6.104], [-11.058, -2.962, -4.730], [-10.543, -2.785, -6.434], [-10.406, -1.421, -5.311], [-8.006, -0.827, -8.693], [-8.139, -2.239, -9.207], [-9.180, -2.645, -9.668], [-6.919, -3.125, -9.123], [-8.955, -0.308, -8.815], [-7.748, -0.840, -7.631], [-7.239, -0.294, -9.258], [-6.612, -3.239, -8.081], [-6.104, -2.695, -9.707], [-7.159, -4.107, -9.527], [-3.481, 6.474, 3.490], [-1.984, 6.613, 3.610], [-1.319, 5.783, 4.188], [-1.351, 7.830, 2.983], [-3.800, 5.557, 3.983], [-3.974, 7.321, 3.969], [-3.767, 6.424, 2.438], [-1.752, 8.736, 3.440], [-1.545, 7.839, 1.909], [-0.275, 7.802, 3.146], [2.524, -2.917, 4.345], [3.410, -1.704, 4.245], [3.173, -0.817, 3.451], [4.598, -1.636, 5.168], [1.712, -2.832, 3.625], [3.101, -3.816, 4.121], [2.099, -2.986, 5.348], [5.264, -2.480, 4.980], [4.264, -1.649, 6.206], [5.144, -0.711, 4.987], [1.752, 3.126, 9.616], [1.539, 1.738, 9.066], [0.468, 1.392, 8.622], [2.719, 0.797, 9.094], [0.826, 3.692, 9.535], [2.039, 3.071, 10.667], [2.529, 3.638, 9.046], [3.047, 0.641, 10.122], [3.537, 1.209, 8.500], [2.424, -0.162, 8.670]],
  "lowdin_charge": [0.189, -0.102, 0.025, -0.099, -0.136, -0.227, -0.090, -0.212, 0.055, -0.188, -0.071, -0.280, 0.818, -0.277, -0.400, -0.001, -0.249, 0.000, -0.161, -0.070, -0.124, -0.217, -0.028, -0.019, -0.058, -0.153, 0.136, 0.183, -0.691, 0.197, 0.194, 0.055, 0.139, 0.103, 0.098, 0.116, 0.126, 0.119, 0.071, 0.118, 0.090, 0.076, 0.069, 0.060, 0.135, 0.027, 0.013, -0.056, 0.107, 0.142, 0.104, 0.103, 0.079, 0.076, 0.079, 0.137, 0.085, 0.113, 0.110, 0.115, 0.095, 0.067, 0.079, -0.017, -0.494, 0.031, -0.020, 0.070, 0.088, 0.087, 0.090, 0.084, 0.084, -0.029, -0.481, 0.051, -0.025, 0.069, 0.093, 0.075, 0.085, 0.090, 0.060, -0.023, -0.482, 0.050, -0.007, 0.080, 0.087, 0.056, 0.066, 0.092, 0.038, -0.007, -0.469, 0.037, -0.006, 0.081, 0.093, 0.093, 0.093, 0.093, 0.078, -0.016, -0.493, 0.044, -0.016, 0.081, 0.088, 0.087, 0.088, 0.087, 0.083, -0.019, -0.509, 0.068, -0.021, 0.084, 0.069, 0.086, 0.075, 0.085, 0.083, -0.014, -0.493, 0.052, -0.023, 0.076, 0.090, 0.087, 0.088, 0.085, 0.081, -0.007, -0.469, 0.041, -0.008, 0.082, 0.083, 0.094, 0.090, 0.086, 0.084, -0.018, -0.493, 0.058, -0.023, 0.081, 0.088, 0.087, 0.087, 0.084, 0.077]
}